1.
28
Properties=species:S:1:pos:R:3:mulliken_charge:R:1 method="wB97M-V/def2-TZVPD" spin_multiplicity=3 total_charge=+1 fmax_ev_per_a=6.23 e_lumo_ev="-3.183 / -5.832" s2=2.0079
C 0.34711 -0.57815 1.15191 -0.2482
C 1.16868 0.31290 0.58264 0.2836
C -0.02872 0.76503 -1.36210 -0.3456
C 1.69086 2.81475 -2.17412 -0.6328
C 2.11066 1.76278 -1.11137 -0.6311
C 0.91154 2.05766 -3.25302 -0.5769
C -2.15408 -2.66420 1.18233 -1.1485
C -1.69020 -2.17964 3.65730 -1.5514
C -1.06383 -2.30934 2.23614 0.6149
N -0.48594 -1.01971 1.88343 -0.1692
N 1.10156 0.82422 -0.65755 0.2258
N -0.20215 1.28472 -2.59551 -0.1766
H -0.94509 0.30442 -0.88266 0.2809
H 2.09303 0.69054 1.23000 0.2758
H 1.07147 3.57370 -1.62417 0.2948
H 2.42546 3.44046 -2.69361 0.3585
H 2.99499 1.19281 -1.55803 0.2602
H 2.50949 2.23430 -0.17842 0.4307
H 0.52585 2.78794 -4.03926 0.3508
H 1.52525 1.21543 -3.72943 0.3004
H -3.01296 -2.50237 1.82912 0.3144
H -2.13533 -3.57053 0.76899 0.3110
H -2.19565 -1.94306 0.37366 0.3180
H -2.59074 -1.57711 3.75681 0.4105
H -0.92860 -1.63107 4.24907 0.3710
H -1.82763 -3.13574 3.95036 0.4738
H -0.31426 -3.18541 2.32063 0.3409
H -0.90077 1.03468 -3.31317 0.2643



2.
30
Properties=species:S:1:pos:R:3:mulliken_charge:R:1 method="wB97M-V/def2-TZVPD" total_charge=+2 fmax_ev_per_a=5.37 e_lumo_ev=-8.018 smiles="CC/C1=C(/[O-])NC(=[NH2+])[NH+]=C=[NH+]CCC1"
C -0.66821 -0.87022 1.26904 -0.1154
C -0.45605 1.22730 -0.53424 -0.0238
C -2.54396 0.27651 0.09173 0.5309
C 1.97533 1.34549 0.86525 -0.8947
C 1.87435 -0.20945 0.67335 -0.8835
C 1.71329 2.20567 -0.44052 -0.6011
C 0.40083 -0.68023 0.29756 0.7585
C 1.13751 -2.90150 -0.55341 -1.0967
C 0.37878 -1.53347 -0.87016 -0.6836
N -1.98148 -0.44558 1.01952 -0.1100
N 0.31491 2.15133 -0.83250 -0.0840
N -1.81493 1.04405 -0.74803 -0.1414
N -3.82570 0.16817 -0.07414 -0.3474
O -0.47803 -1.34274 2.32655 -0.4375
H 1.28182 1.74926 1.66609 0.3675
H 2.91814 1.63964 1.37454 0.4627
H 2.61864 -0.38923 -0.08606 0.4105
H 2.18750 -0.59287 1.58948 0.6167
H 1.85642 3.29198 -0.16819 0.4165
H 2.36547 1.97459 -1.24868 0.3400
H 1.89698 -2.82113 0.25498 0.3446
H 1.70342 -2.93483 -1.50099 0.3440
H 0.52099 -3.78472 -0.44683 0.4021
H -0.56843 -1.89738 -1.37192 0.3800
H 0.87068 -0.99739 -1.71140 0.4981
H -2.61459 -0.83731 1.75990 0.3395
H 0.13744 2.97361 -1.44661 0.3479
H -2.41512 1.73947 -1.20827 0.3471
H -4.36574 -0.42453 0.56864 0.2534
H -4.42028 0.87548 -0.51469 0.2590